No. 1
{"formula": "C5H9NO", "method": "ωB97M-V/def2-TZVPD", "elements": ["C", "C", "O", "C", "C", "C", "N", "H", "H", "H", "H", "H", "H", "H", "H", "H"], "xyz": [[-0.196, -1.004, -1.155], [0.309, 0.365, -0.860], [-0.590, 1.434, -1.167], [0.632, 0.518, 0.692], [-0.623, 0.794, 1.539], [1.219, -0.784, 1.133], [0.921, -1.749, 0.424], [0.745, -2.595, -0.044], [0.153, -1.473, -2.081], [-1.266, -1.158, -0.973], [1.267, 0.515, -1.388], [-0.947, 1.259, -2.047], [1.341, 1.342, 0.837], [-0.366, 0.873, 2.601], [-1.357, -0.012, 1.421], [-1.084, 1.729, 1.210]], "max_force_ev_per_a": 3.4, "relative_energy_ev": 5.032, "homo_energy_ev": -7.53, "gap_ev": 8.0872, "e_tot_ha": -325.75263}

No. 2
{"formula": "C5H9NO", "method": "ωB97M-V/def2-TZVPD", "elements": ["C", "C", "N", "C", "C", "O", "C", "H", "H", "H", "H", "H", "H", "H", "H", "H"], "xyz": [[1.808, 0.117, 0.750], [0.775, -0.099, -0.329], [0.142, -1.457, -0.454], [-1.241, 0.544, 1.173], [-0.660, 0.397, -0.182], [-1.213, 1.716, -0.358], [-1.057, -0.774, -1.048], [2.587, -0.647, 0.676], [2.288, 1.094, 0.630], [1.351, 0.082, 1.742], [1.185, 0.129, -1.319], [-0.125, -1.702, 0.505], [-2.264, 0.121, 1.084], [-0.661, 2.347, 0.129], [-0.877, -0.639, -2.119], [-2.036, -1.230, -0.881]], "max_force_ev_per_a": 0.4, "relative_energy_ev": 5.967, "homo_energy_ev": -8.82, "gap_ev": 9.0469, "e_tot_ha": -325.71828}

No. 3
{"formula": "C5H9NO", "method": "ωB97M-V/def2-TZVPD", "elements": ["O", "C", "N", "C", "C", "C", "C", "H", "H", "H", "H", "H", "H", "H", "H", "H"], "xyz": [[2.532, 1.412, 2.189], [2.161, 0.672, 1.329], [0.878, 0.719, 0.756], [0.595, 0.547, -0.636], [-0.943, 0.642, -0.833], [-1.668, -0.578, -0.337], [-1.293, -1.848, -0.307], [2.697, -0.219, 0.939], [0.121, 0.559, 1.390], [1.103, 1.289, -1.251], [0.870, -0.433, -1.054], [-1.209, 0.812, -1.875], [-1.179, 1.483, -0.179], [-2.529, -0.363, 0.292], [-0.321, -2.116, -0.713], [-1.816, -2.578, 0.290]], "max_force_ev_per_a": 1.7, "relative_energy_ev": 2.183, "homo_energy_ev": -9.46, "gap_ev": 10.4472, "e_tot_ha": -325.85733}